Entry 1:
{
  "formula": "C5H40N2O14",
  "method": "ωB97M-V with the def2-TZVPD basis set",
  "symbols": ["C", "N", "C", "C", "C", "O", "C", "N", "H", "H", "H", "H", "H", "H", "H", "H", "H", "H", "H", "H", "H", "H", "H", "H", "O", "H", "H", "O", "H", "H", "O", "H", "H", "O", "H", "H", "O", "H", "H", "O", "H", "H", "O", "H", "H", "O", "H", "H", "O", "H", "H", "O", "H", "H", "O", "H", "H", "O", "H", "H", "O"],
  "xyz": [[1.202096, -1.753450, 2.024606], [1.789140, -0.908154, 0.966554], [0.751387, -0.186891, 0.203873], [1.245760, 1.086875, -0.496112], [1.268984, 2.223778, 0.460603], [1.132462, 3.411892, -0.356652], [0.133297, -1.193988, -0.870764], [-1.203604, -0.940738, -1.389530], [0.134691, -1.830950, 1.861991], [1.378178, -1.311418, 3.016692], [1.624604, -2.768682, 2.115759], [2.495003, -0.294089, 1.356314], [-0.170377, 0.211554, 0.762889], [0.558413, 1.229149, -1.325290], [2.236727, 0.928081, -0.985758], [0.340761, 2.320428, 1.094837], [2.222452, 2.295522, 1.017168], [1.823986, 4.083166, -0.320210], [0.845399, -1.327454, -1.667303], [-0.070605, -2.087929, -0.250697], [-1.782692, -0.707635, -0.571491], [-1.285142, 0.058539, -1.647425], [-2.912263, -2.744768, -2.629069], [-2.572774, -4.202542, -2.082946], [-3.288773, -3.577500, -2.323595], [-2.694494, 0.567538, 1.905756], [-3.025659, 1.997643, 2.646015], [-2.423772, 1.474623, 2.096243], [2.903226, -0.023738, -3.100453], [2.265717, -1.126328, -3.854505], [2.676113, -0.265299, -4.005757], [-0.891656, -4.399969, -1.032810], [-0.213373, -4.722645, -2.566646], [-0.925559, -4.489958, -1.980357], [-2.629002, -2.014835, 2.294760], [-3.393572, -1.772263, 0.854949], [-2.850428, -1.368320, 1.608595], [-2.573196, 2.257280, 0.621390], [-1.954411, 3.355912, -0.438725], [-2.550067, 2.592103, -0.312306], [-2.344297, -2.050617, 4.275518], [-1.184041, -3.004322, 4.201377], [-1.955443, -2.726847, 3.687396], [-4.572112, -1.559909, -1.148467], [-4.048332, -2.944101, -0.791664], [-4.378768, -2.111945, -0.388497], [3.730015, 2.070257, -0.491267], [4.919822, 2.284238, 0.501936], [4.028839, 1.880010, 0.403425], [4.932575, -1.538896, 0.826227], [3.877735, -1.000900, 0.024939], [4.827324, -0.858819, 0.142391], [-0.543092, 4.101654, -1.064671], [-0.540206, 4.571773, 0.475211], [-0.929142, 4.685789, -0.386197], [-1.279288, 3.090127, -3.103149], [-1.651287, 2.211005, -1.821769], [-1.031091, 2.340580, -2.562284], [3.508605, 1.888713, 3.390775], [3.791175, 0.857993, 2.266914], [3.555835, 0.944953, 3.210044]],
  "forces_ev_per_a": [[0.6, 0.1, 0.6], [-0.7, -0.1, -0.1], [-1.1, 0.1, -1.3], [0.4, -1.9, 0.0], [-0.4, 2.2, 0.1], [1.0, 0.3, -0.5], [-0.4, -0.1, 2.4], [-0.8, 2.7, 0.5], [-0.2, -0.1, 0.1], [-0.2, 0.1, -0.2], [0.0, 0.3, -0.5], [-0.5, 0.2, 0.0], [1.2, -0.9, 0.1], [-0.1, 0.6, 0.1], [-0.5, 0.0, 0.4], [1.1, -0.9, -0.2], [-1.2, -0.3, 0.1], [0.2, -0.5, 0.4], [0.3, -0.4, -0.3], [0.9, -0.2, -0.7], [-0.1, -1.4, 0.4], [0.7, -0.4, -1.3], [0.6, -0.3, 0.2], [-0.1, 0.9, -0.8], [-1.0, -0.5, 0.2], [-0.6, -0.6, 0.4], [-0.1, -0.9, -0.2], [0.6, 1.0, 0.2], [0.1, 0.3, -0.1], [0.0, 0.0, -0.4], [-0.1, -0.3, 0.5], [1.5, -0.2, 0.1], [0.8, -0.1, 0.9], [-1.6, 0.0, -0.7], [0.0, 0.0, -0.6], [0.5, 0.6, 1.1], [-0.4, 0.2, -0.9], [0.5, 0.4, -0.8], [-0.6, 0.1, 1.1], [-0.5, -0.7, -0.3], [0.0, -0.4, -0.4], [0.0, -0.1, -0.4], [0.1, 0.3, 1.4], [0.0, 0.2, 0.0], [-0.1, 0.4, -0.3], [-0.2, -0.5, 0.2], [0.2, 0.0, -0.1], [-0.8, -0.5, -0.3], [1.4, 0.7, 0.3], [0.7, 0.2, -0.1], [-0.4, 0.4, -0.5], [-0.4, -0.8, 0.6], [0.7, 0.3, 1.0], [0.6, -0.5, -0.2], [-1.7, 1.2, -1.1], [-0.4, 0.0, 0.0], [-0.4, 0.3, -0.2], [0.7, -0.3, 0.0], [0.0, 0.0, -0.2], [0.1, 0.4, 0.5], [0.1, -0.3, -0.4]],
  "lowdin_charge": [-0.104, -0.060, -0.323, -0.152, -0.217, -0.125, -0.223, 0.028, 0.051, 0.080, 0.077, 0.058, 0.148, 0.095, 0.109, 0.137, 0.092, 0.101, 0.095, 0.092, 0.050, 0.051, 0.037, 0.005, -0.085, 0.014, 0.073, -0.058, 0.012, 0.030, -0.054, 0.059, 0.069, -0.028, -0.023, 0.013, -0.110, 0.000, -0.023, -0.107, 0.078, 0.066, -0.052, 0.063, 0.034, -0.061, 0.047, 0.093, -0.080, 0.045, -0.003, -0.074, 0.031, 0.048, -0.062, 0.049, -0.008, -0.066, 0.038, -0.005, -0.062],
  "homo_lumo_gap_ha": 0.3314,
  "relative_energy_kj_mol": 535.0,
  "total_energy_ev": -37477.867
}

=====

Entry 2:
{
  "formula": "C5H40N2O14",
  "method": "ωB97M-V with the def2-TZVPD basis set",
  "symbols": ["C", "O", "C", "C", "C", "C", "N", "N", "H", "H", "H", "H", "H", "H", "H", "H", "H", "H", "H", "H", "H", "H", "H", "H", "O", "H", "H", "O", "H", "H", "O", "H", "H", "O", "H", "H", "O", "H", "H", "O", "H", "H", "O", "H", "H", "O", "H", "H", "O", "H", "H", "O", "H", "H", "O", "H", "H", "O", "H", "H", "O"],
  "xyz": [[0.031467, 4.118385, 0.561037], [1.053056, 4.782551, 1.202679], [0.410599, 2.642018, 0.279912], [-0.693884, 2.004571, -0.514998], [-0.432103, 0.668360, -1.135254], [-1.321012, 0.031402, -1.894067], [-0.933562, -1.143726, -2.708354], [0.735276, 1.855384, 1.574425], [-0.891434, 4.081413, 1.143932], [-0.298818, 4.621747, -0.348389], [1.899021, 4.713284, 0.700491], [1.333858, 2.560255, -0.302725], [-1.038046, 2.621628, -1.374750], [-1.605126, 2.055689, 0.192226], [0.537578, 0.188290, -1.065905], [-2.332872, 0.419729, -2.159771], [-0.231516, -1.614089, -2.072594], [-0.405480, -0.838206, -3.551335], [-1.578667, -1.920531, -3.156415], [0.556143, 2.084926, 2.566331], [1.752089, 1.745084, 1.398910], [0.331992, 0.933094, 1.402211], [2.290225, -1.201917, -3.752203], [1.636084, -0.086667, -3.093121], [1.687640, -1.073947, -3.009983], [2.029475, -2.219917, -1.417369], [1.766813, -3.493915, -0.533352], [1.583462, -2.556648, -0.640127], [-0.729485, -2.988905, 0.083670], [-0.430528, -1.542758, 0.419488], [-1.001379, -2.076110, -0.131439], [1.065913, 2.099466, -3.069147], [0.606013, 1.634078, -4.492422], [0.846722, 1.316208, -3.615606], [2.541086, 4.001762, -2.696675], [3.062107, 2.599693, -2.180927], [2.532358, 3.053176, -2.822919], [1.530656, -1.340029, 0.763825], [2.033290, -0.842161, 2.189045], [1.691236, -0.568783, 1.321399], [-1.273671, -3.914632, 3.325168], [-2.655161, -3.467285, 2.431194], [-1.939762, -3.296509, 3.031604], [0.990864, 0.522398, 4.784240], [-0.210585, -0.066261, 3.934689], [0.700510, 0.241668, 3.914756], [-1.462947, -1.668848, 2.388590], [-2.476019, -0.806507, 1.786258], [-1.551248, -0.755460, 2.027877], [-4.716193, -2.063029, 1.994911], [-4.072190, -1.784375, 3.391016], [-3.882534, -1.951335, 2.452746], [-3.200683, -1.689699, -0.183969], [-4.464337, -1.365163, -0.838211], [-3.698137, -0.911056, -0.484033], [-0.597039, -5.065474, 0.425557], [0.781691, -4.837933, 1.128586], [-0.032856, -4.420073, 0.860309], [4.340521, 2.704578, 0.154550], [4.064139, 1.177008, -0.319258], [3.735404, 2.094110, -0.266294]],
  "forces_ev_per_a": [[-0.2, -1.4, -0.6], [1.3, 0.4, 0.5], [-0.4, 1.3, -0.3], [-2.5, 0.2, 0.6], [-0.7, -1.4, -0.5], [-1.8, 1.2, -0.9], [0.8, -1.7, -0.7], [0.8, 0.1, -2.0], [0.3, 0.3, 0.6], [0.3, -0.1, -0.4], [-1.1, 0.2, 0.4], [0.0, 0.3, 0.2], [0.6, 0.2, 0.7], [1.0, -0.7, -1.1], [0.2, 0.2, 0.4], [1.0, -0.4, 0.6], [-0.8, -0.2, -0.9], [0.0, 0.1, 0.8], [0.7, 2.2, 2.0], [-0.2, 0.5, -0.7], [-0.6, -0.5, 1.1], [0.2, -0.5, 0.6], [0.2, -0.7, 0.0], [-0.5, -0.3, 0.2], [0.9, 0.7, -0.5], [0.4, 0.0, -0.5], [0.1, 0.1, -0.2], [0.0, 0.0, 0.4], [0.1, 0.5, 0.0], [-0.3, 0.3, 0.5], [-0.5, -1.2, -0.9], [0.3, -0.1, -0.7], [0.2, 0.1, 0.0], [-0.7, 0.0, 0.0], [0.4, 0.2, 0.3], [0.8, 0.1, 0.9], [-1.0, 0.2, -0.8], [0.6, -0.5, 0.0], [-0.4, -0.1, -0.4], [0.2, 0.2, 0.1], [-0.5, -0.9, -0.7], [-0.1, -1.0, -0.2], [1.3, 1.6, 1.3], [-0.3, -0.2, 0.3], [-0.2, 0.0, 0.2], [0.5, 0.3, -0.6], [0.2, 0.4, 0.0], [-0.6, 0.4, -0.2], [0.9, 0.2, 0.8], [-0.4, 0.2, 0.1], [0.0, -0.2, -0.4], [-0.5, 0.1, 0.0], [0.7, 0.5, 0.1], [-0.7, 0.4, -0.3], [0.0, -0.9, 0.1], [0.2, -0.5, 0.2], [0.2, -0.5, 0.1], [-0.3, 0.3, -0.1], [0.7, -0.4, 0.1], [0.3, 0.9, 0.4], [-1.0, -0.6, -0.5]],
  "lowdin_charge": [-0.232, -0.021, -0.263, -0.138, -0.097, -0.112, 0.155, 0.226, 0.139, 0.133, 0.119, 0.114, 0.147, 0.173, 0.112, 0.146, 0.112, 0.136, 0.234, 0.166, 0.134, 0.084, 0.084, 0.022, -0.083, 0.027, 0.064, -0.048, 0.017, 0.001, -0.088, 0.031, 0.092, -0.065, 0.074, 0.008, -0.022, -0.001, 0.070, -0.062, 0.064, 0.032, -0.056, 0.064, 0.040, -0.038, 0.015, -0.001, -0.089, 0.072, 0.099, -0.051, 0.017, 0.051, -0.048, 0.081, 0.071, -0.025, 0.068, 0.082, -0.038],
  "homo_lumo_gap_ha": 0.3797,
  "relative_energy_kj_mol": 364.1,
  "total_energy_ev": -37464.874,
  "total_charge": 2
}